The following is a DFT calculation (the ωB97M-V functional and the def2-TZVPD basis) of one molecule with the formula C5H11N3 in a non-equilibrium geometry.

Cartesian coordinates (Å):
C: 2.544 -0.988 0.512
N: 1.829 0.296 0.195
C: 0.608 0.378 -0.292
C: 0.223 1.847 -0.369
C: -0.274 -0.717 -0.953
C: -1.649 -0.823 -0.787
N: -2.347 -0.173 0.208
N: -1.735 -0.064 1.471
H: 3.510 -1.013 -0.005
H: 2.005 -1.857 -0.039
H: 2.709 -1.013 1.534
H: 0.545 2.307 -1.432
H: -0.792 2.096 -0.227
H: 0.679 2.286 0.535
H: 0.123 -1.065 -1.860
H: -2.254 -1.355 -1.574
H: -3.377 -0.338 0.235
H: -0.963 -0.716 1.424
H: -1.385 0.911 1.424

Results
structure (SMILES): C/N=C(C)\C=C/NN
spin multiplicity: 1
HOMO: -8.232 eV
relative energy (zero: lowest compared OMol25 entry of this formula, charge and spin): 339.54 kJ/mol

Results of the natural (NBO) charge analysis, in e, for atoms 1 through 2: atom 1 (C): -0.4439, atom 2 (N): -0.4308

=====

The following is a DFT calculation (the ωB97M-V functional and the def2-TZVPD basis) of C4H8O3 as an isolated structure in a non-equilibrium geometry.

Cartesian coordinates (Å):
C: -0.142 1.239 -2.372
C: 0.507 -0.879 -0.640
O: 0.957 -1.579 0.271
C: -0.415 0.216 -0.584
O: -0.564 0.360 2.270
C: -0.250 -0.458 3.105
O: 0.432 -1.566 2.893
H: 0.813 1.624 -2.065
H: -0.861 2.049 -2.560
H: -0.068 0.606 -3.266
H: 0.792 -1.136 -1.672
H: 0.647 -1.605 1.920
H: -0.955 0.463 -1.610
H: -0.384 1.020 0.141
H: -0.510 -0.355 4.169

Results
spin multiplicity: 1
HOMO: -9.206 eV
relative energy (zero: lowest compared OMol25 entry of this formula, charge and spin): 423.14 kJ/mol

Results of the natural (NBO) charge analysis, in e, for atoms 1 through 2: atom 1 (C): -0.6210, atom 2 (C): 0.3518

=====

The following is a DFT calculation (the ωB97M-V functional and the def2-TZVPD basis) of C20H22KN2O2SSi as an isolated structure in a non-equilibrium geometry.

Cartesian coordinates (Å):
K: 13.166 9.593 10.290
C: 7.256 6.337 4.949
C: 7.959 6.776 6.191
C: 7.207 6.920 7.391
C: 7.830 7.277 8.581
C: 9.198 7.577 8.528
C: 9.962 7.435 7.379
C: 9.332 7.064 6.188
S: 10.022 8.288 9.895
O: 9.087 8.309 10.992
O: 11.250 7.512 10.088
N: 10.559 9.751 9.378
C: 9.836 10.869 9.620
C: 8.417 10.934 9.863
C: 7.823 12.166 9.959
C: 8.633 13.307 9.926
C: 10.009 13.159 9.837
N: 10.578 12.003 9.648
H: 6.288 5.925 5.239
H: 7.842 5.563 4.421
H: 7.086 7.187 4.267
H: 6.107 6.773 7.398
H: 7.316 7.314 9.564
H: 11.033 7.667 7.433
H: 9.936 7.051 5.269
H: 7.858 10.002 9.958
H: 6.737 12.302 10.032
H: 8.189 14.301 9.964
H: 10.678 14.021 9.888
C: 16.809 9.845 8.385
Si: 16.204 10.684 9.933
C: 16.846 9.960 11.551
C: 16.672 12.528 9.922
C: 16.239 13.339 8.851
C: 16.751 14.591 8.621
C: 17.631 15.143 9.540
C: 18.013 14.411 10.663
C: 17.506 13.138 10.865
H: 17.904 9.771 8.476
H: 16.531 10.451 7.506
H: 16.374 8.854 8.244
H: 17.930 10.032 11.494
H: 16.510 8.913 11.619
H: 16.474 10.512 12.432
H: 15.457 12.954 8.177
H: 16.469 15.130 7.722
H: 18.013 16.159 9.396
H: 18.738 14.831 11.368
H: 17.762 12.616 11.804

Results
spin multiplicity: 1
HOMO: -2.225 eV
net charge: -1

Results of the natural (NBO) charge analysis, in e, for atoms 1 through 2: atom 1 (K): 0.7874, atom 2 (C): -0.6482

=====

The following is a DFT calculation (the ωB97M-V functional and the def2-TZVPD basis) of a 2-piece molecular cluster, C3H9BO2 overall in a non-equilibrium geometry.

Cartesian coordinates (Å):
C: 1.670 1.140 0.234
C: 0.173 0.920 0.721
C: -0.664 0.523 -0.531
O: 0.154 -0.276 -1.396
H: 2.281 1.264 1.141
H: 1.887 0.255 -0.464
H: 1.879 2.110 -0.296
H: -0.263 1.755 1.260
H: 0.139 0.017 1.432
H: -1.573 -0.052 -0.203
H: -1.043 1.352 -1.179
H: 0.429 -0.887 -0.723
B: -1.676 -2.708 0.059
O: -0.735 -2.748 -0.656
H: -2.658 -2.664 0.601

Results
structure (SMILES): CCCO.B=O
spin multiplicity: 1
HOMO: -9.960 eV
relative energy (zero: lowest compared OMol25 entry of this formula, charge and spin): 220.68 kJ/mol

Results of the natural (NBO) charge analysis, in e, for atoms 1 through 2: atom 1 (C): -0.6317, atom 2 (C): -0.4342

=====

The following is a DFT calculation (the ωB97M-V functional and the def2-TZVPD basis) of one molecule with the formula CH3O3P in a non-equilibrium geometry.

Cartesian coordinates (Å):
C: 1.451 0.074 -0.224
O: -1.261 -1.094 -0.709
O: 0.655 0.590 0.484
O: -1.915 1.297 0.054
P: -1.249 0.033 0.215
H: 2.234 0.566 -0.679
H: 1.340 -1.063 -0.625
H: -1.254 -0.404 1.484

Results
spin multiplicity: 1
HOMO: -11.050 eV
relative energy (zero: lowest compared OMol25 entry of this formula, charge and spin): 176.26 kJ/mol

Results of the natural (NBO) charge analysis, in e, for atoms 1 through 2: atom 1 (C): 0.3822, atom 2 (O): -1.0771

=====

The following is a DFT calculation (the ωB97M-V functional and the def2-TZVPD basis) of an isolated ion of composition C7H16BrNO4P and charge +1 in a non-equilibrium geometry.

Cartesian coordinates (Å):
C: -1.966 -1.824 -0.206
C: -2.538 -1.899 -1.599
C: 1.078 3.388 0.099
C: 3.365 -0.477 0.073
C: -0.254 2.684 0.177
C: 2.060 -1.351 -0.012
C: -2.014 -0.641 0.507
N: -1.676 -0.701 1.836
O: -1.166 -2.764 0.180
O: 0.096 0.023 -1.603
O: -0.113 1.332 0.772
O: 0.986 -0.745 0.695
P: -0.047 0.101 -0.124
Br: -3.188 0.725 -0.210
H: -3.629 -1.584 -1.632
H: -1.971 -1.313 -2.294
H: -2.524 -2.938 -1.898
H: 1.654 3.235 1.028
H: 1.644 2.957 -0.706
H: 1.081 4.455 -0.148
H: 3.876 -0.648 1.027
H: 3.928 -1.005 -0.770
H: 3.331 0.576 -0.040
H: -0.704 2.470 -0.874
H: -1.045 3.387 0.600
H: 2.293 -2.244 0.480
H: 1.848 -1.590 -1.051
H: -1.221 0.124 2.239
H: -2.436 -1.152 2.367
H: -0.746 -2.583 1.087

Results
spin multiplicity: 1
HOMO: -13.681 eV
relative energy (zero: lowest compared OMol25 entry of this formula, charge and spin): 0.00 kJ/mol
net charge: +1

Results of the natural (NBO) charge analysis, in e, for atoms 1 through 2: atom 1 (C): 0.5557, atom 2 (C): -0.7139

=====

The following is a DFT calculation (the ωB97M-V functional and the def2-TZVPD basis) of C52H38FeN3O2P2S as an isolated structure in a non-equilibrium geometry.

Cartesian coordinates (Å):
Fe: -0.073 -0.600 1.148
O: -1.972 1.300 1.963
S: -1.114 1.350 0.785
C: -2.181 1.675 -0.663
C: -2.729 2.936 -0.745
C: -3.490 3.367 -1.836
C: -3.662 2.490 -2.876
C: -4.351 2.648 -4.188
C: -4.217 1.276 -4.880
C: -3.491 0.419 -3.899
C: -3.143 -0.907 -3.935
C: -2.502 -1.449 -2.821
C: -2.145 -0.713 -1.696
P: -1.480 -1.655 -0.278
C: -2.972 -2.271 0.577
C: -3.206 -1.881 1.895
C: -4.287 -2.405 2.583
C: -5.136 -3.308 1.965
C: -4.916 -3.676 0.646
C: -3.840 -3.162 -0.055
C: -0.705 -3.135 -0.996
C: 0.090 -3.027 -2.139
C: 0.703 -4.148 -2.663
C: 0.566 -5.375 -2.030
C: -0.179 -5.477 -0.865
C: -0.806 -4.362 -0.339
C: -2.443 0.685 -1.648
C: -3.161 1.179 -2.762
C: -0.171 2.888 0.858
C: -0.755 3.961 1.504
C: -0.215 5.250 1.447
C: 0.917 5.445 0.691
C: 1.702 6.672 0.369
C: 2.910 6.178 -0.456
C: 2.754 4.697 -0.518
C: 3.560 3.712 -1.036
C: 3.197 2.380 -0.824
C: 2.016 1.997 -0.194
P: 1.901 0.256 0.368
C: 3.090 0.279 1.759
C: 4.451 0.026 1.605
C: 5.262 -0.028 2.726
C: 4.732 0.175 3.990
C: 3.386 0.477 4.140
C: 2.564 0.531 3.029
C: 2.667 -0.706 -0.963
C: 2.456 -0.341 -2.294
C: 2.999 -1.103 -3.311
C: 3.723 -2.247 -3.009
C: 3.882 -2.647 -1.691
C: 3.341 -1.891 -0.668
C: 1.105 2.998 0.249
C: 1.561 4.327 0.128
H: -2.562 3.625 0.068
H: -3.904 4.361 -1.850
H: -5.392 2.934 -4.035
H: -3.892 3.449 -4.770
H: -5.187 0.845 -5.130
H: -3.659 1.355 -5.814
H: -3.381 -1.528 -4.784
H: -2.279 -2.506 -2.838
H: -2.550 -1.172 2.388
H: -4.458 -2.106 3.605
H: -5.969 -3.726 2.510
H: -5.584 -4.373 0.165
H: -3.667 -3.463 -1.080
H: 0.198 -2.069 -2.630
H: 1.293 -4.064 -3.562
H: 1.051 -6.247 -2.439
H: -0.266 -6.430 -0.367
H: -1.398 -4.448 0.563
H: -1.657 3.777 2.071
H: -0.697 6.061 1.965
H: 1.089 7.386 -0.181
H: 2.009 7.174 1.286
H: 2.909 6.612 -1.457
H: 3.859 6.452 0.007
H: 4.482 3.951 -1.541
H: 3.883 1.609 -1.146
H: 4.873 -0.139 0.624
H: 6.313 -0.245 2.611
H: 5.366 0.097 4.860
H: 2.981 0.654 5.125
H: 1.507 0.762 3.140
H: 1.888 0.553 -2.523
H: 2.853 -0.807 -4.340
H: 4.153 -2.833 -3.806
H: 4.427 -3.550 -1.465
H: 3.466 -2.200 0.362
N: 1.080 -3.276 3.470
C: 0.280 -2.250 3.815
O: -0.059 -1.408 2.949
C: -0.183 -2.144 5.170
C: -1.077 -1.125 5.507
N: -1.831 -0.290 5.745
C: 0.208 -3.084 6.122
N: 0.564 -3.894 6.857
H: 1.328 -3.367 2.496
H: 1.399 -3.969 4.127

Results
spin multiplicity: 2
HOMO (spin up / spin down): -12.738 / -12.098 eV
relative energy (zero: lowest compared OMol25 entry of this formula, charge and spin): 216.07 kJ/mol
net charge: +2

Results of the Löwdin charge analysis, in e, for atoms 1 through 2: atom 1 (Fe): 0.3105, atom 2 (O): -0.3650